Molecular formula: C48H51CeCl2I2N9O3
Method: DFT, wB97M-V/def2-TZVPD

Geometry as XYZ:
```
116
Properties=species:S:1:pos:R:3:mulliken_charge:R:1
Ce -1.18830 0.89663 1.32787 -0.09
I -3.24230 -0.63460 8.99183 0.08
C -2.43309 -0.04590 7.12396 -0.68
C -1.06767 0.15151 6.99411 -0.25
C -0.57431 0.50774 5.76469 -0.19
I 1.49720 0.80165 5.48662 0.03
C -1.36640 0.71689 4.61515 -0.50
O -0.82264 1.07035 3.49635 0.71
C -2.75738 0.49043 4.79219 0.88
C -3.72786 0.72436 3.66272 -1.46
N -3.37576 -0.01453 2.42688 -0.05
C -3.26651 -1.45677 2.69488 -1.47
C -1.92364 -1.84391 3.27032 1.05
C -1.85767 -2.61956 4.42488 -0.98
C -0.62571 -3.05186 4.87992 -0.95
C 0.49969 -2.71308 4.14432 -1.31
C 0.34311 -1.93422 3.01084 -0.30
N -0.83576 -1.49087 2.57372 2.02
C -3.26003 0.12254 6.03038 -0.76
H -0.41369 0.05350 7.84663 0.47
H -3.75610 1.79354 3.40905 0.33
H -4.73253 0.42930 4.00415 0.56
H -4.16127 0.12267 1.78364 0.24
H -3.38491 -1.99313 1.74597 0.25
H -4.05679 -1.78026 3.38639 0.56
H -2.75682 -2.86995 4.96760 0.52
H -0.55070 -3.64767 5.77819 0.45
H 1.47992 -3.04268 4.44818 0.54
H 1.20148 -1.68264 2.40025 0.08
H -4.32669 -0.00801 6.14374 0.48
C 2.00740 1.85116 -4.02469 -0.97
C 3.17127 1.39996 -3.14402 -0.16
N 3.93796 2.51712 -2.64579 0.44
C 4.71770 3.26501 -3.62782 -0.92
C 4.14766 4.65731 -3.87044 -0.95
C 4.18109 2.80556 -1.34673 -0.29
O 5.04596 3.58002 -0.99521 -0.63
C 3.35919 2.13268 -0.27960 0.50
C 4.02299 1.73844 0.88065 -0.41
C 3.28395 1.19680 1.91726 -1.66
C 1.91218 1.07616 1.76841 1.48
N 1.24784 1.48896 0.67906 1.61
C 1.97641 2.01739 -0.31148 -1.44
H 1.44256 0.99338 -4.38038 0.35
H 2.38253 2.38881 -4.88930 0.47
H 1.33921 2.50895 -3.47569 0.15
H 3.83925 0.75895 -3.73453 0.41
H 2.81080 0.80136 -2.30590 -0.27
H 4.73963 2.68525 -4.55240 0.44
H 5.73501 3.35863 -3.23898 0.51
H 3.13340 4.60883 -4.26079 0.24
H 4.77227 5.18494 -4.58526 0.42
H 4.13595 5.22172 -2.94113 0.23
H 5.08796 1.89929 0.95302 0.61
H 3.74855 0.88685 2.84016 0.53
H 1.30422 0.68223 2.57834 -0.95
H 1.42847 2.40642 -1.15740 0.34
C -2.24833 3.19187 1.38387 -0.78
C -1.09228 3.94280 0.91663 0.48
C 0.08842 4.02526 1.70149 -0.40
C 1.22198 4.64492 1.23400 -0.31
C 1.22790 5.23124 -0.04080 0.08
C 0.05228 5.22915 -0.80015 -0.73
C -1.07768 4.61010 -0.32799 -0.90
C 2.37313 5.82205 -0.60061 0.17
N 3.27050 6.29414 -1.13989 -0.66
H -3.16517 3.48724 0.85541 0.51
H -2.38967 3.34632 2.46507 0.40
H 0.08042 3.59308 2.70240 0.32
H 2.11527 4.68625 1.84438 0.54
H 0.04545 5.71983 -1.76306 0.55
H -1.98807 4.66349 -0.91151 0.75
C -2.38467 -2.91344 -4.30853 -1.24
N -2.64671 -2.70272 -2.90212 -0.51
N -1.69906 -2.12731 -2.06684 0.98
C -2.35373 -1.43352 -1.06134 -0.02
O -1.77251 -0.72274 -0.21504 0.66
C -3.74025 -1.64149 -1.28105 -1.00
C -3.87507 -2.36481 -2.43334 0.53
C -5.11851 -2.70999 -3.16238 -1.86
C -0.33092 -2.56463 -1.89856 0.76
C 0.28661 -3.63016 -2.82397 -1.36
C 2.40606 -3.77308 -2.25598 -0.21
C 3.06526 -3.28634 -1.02153 -1.63
C 2.50796 -2.35454 -0.25627 -1.25
C 1.17778 -1.78135 -0.60484 1.24
H -1.46035 -2.41322 -4.59219 0.36
H -3.19608 -2.48700 -4.89806 0.46
H -2.32030 -3.97528 -4.54815 0.35
H -4.53057 -1.26269 -0.66727 0.53
H -5.96322 -2.71113 -2.47984 0.45
H -5.04958 -3.68188 -3.64427 0.41
H -5.31850 -1.96154 -3.93043 0.36
H -0.29410 -4.03136 -3.64345 0.49
H 3.13228 -4.25075 -2.91731 0.50
H 4.02349 -3.71298 -0.76834 0.46
H 2.99835 -1.98454 0.63245 0.58
H 0.96992 -0.86232 -0.03589 -0.23
Cl -3.68816 1.48199 -0.94842 -0.02
C -2.57564 2.05812 -2.18865 -0.62
Cl -0.92227 1.74672 -1.63740 0.11
H -2.70837 3.13258 -2.32112 0.48
H -2.75672 1.52205 -3.11800 0.51
N 1.14771 -5.93679 -2.83617 -0.76
C 1.12528 -4.71294 -2.09218 1.38
C 1.52797 -2.73445 -2.99217 -0.80
C 0.88910 -1.64375 -2.11151 -0.41
N 0.00032 -2.68932 -0.47613 1.12
C 0.18641 -3.98299 0.04746 -0.78
C 0.69390 -4.96382 -0.68619 -1.58
H 1.50877 -5.80648 -3.77306 0.30
H 1.68828 -6.65489 -2.37015 0.31
H 1.89356 -2.40688 -3.96140 0.45
H 0.82680 -0.63967 -2.51926 0.38
H -0.11374 -4.11419 1.07901 0.37
H 0.78079 -5.96588 -0.30410 0.41
```

Output
Gap between HOMO and LUMO (spin up / spin down) in Eh: 0.259 / 0.259
LUMO level (spin up / spin down) in eV: -2.21 / -2.21
ΔE to the lowest compared entry with this formula, charge and spin in kcal per mole: 87.6
Multiplicity: 2
Electronic energy in eV: -124326.9551
Highest occupied orbital energy (spin up / spin down) in eV: -9.25 / -9.24
Net charge: +1
Molar mass in g/mol: 1266.83